{"formula": "C21H60F6O13P", "method": "wB97M-V/def2-TZVPD", "elements": ["C", "C", "H", "O", "C", "O", "H", "H", "C", "H", "C", "H", "O", "C", "H", "F", "H", "P", "H", "C", "C", "H", "H", "C", "H", "F", "H", "H", "H", "H", "C", "F", "H", "H", "H", "F", "C", "H", "H", "H", "H", "H", "O", "H", "H", "C", "O", "C", "C", "H", "H", "H", "C", "H", "O", "O", "C", "H", "C", "H", "H", "H", "F", "H", "O", "H", "H", "H", "H", "H", "C", "H", "O", "H", "C", "H", "H", "H", "H", "H", "O", "O", "H", "H", "O", "H", "H", "H", "H", "H", "H", "C", "H", "O", "H", "F", "H", "H", "H", "H", "C"], "xyz": [[-2.708, 2.128, -4.462], [1.286, 3.534, 1.761], [0.242, 1.668, 4.414], [-2.480, -2.856, -3.550], [-1.312, 1.171, 8.024], [2.420, 4.117, 2.397], [-1.509, -3.651, -5.874], [-2.004, 1.297, -4.566], [-0.704, 2.207, 4.512], [3.858, -0.214, 3.397], [-4.876, -0.367, 2.216], [-1.821, -3.236, 1.158], [-4.666, -0.807, 0.900], [-0.963, -3.897, 1.070], [-0.957, -5.806, 0.589], [-1.672, 0.968, -1.605], [2.925, 1.210, 0.724], [-1.227, 0.992, -0.055], [-0.325, 1.375, 8.456], [4.015, 1.105, 0.830], [2.587, -1.851, -0.859], [-2.170, 3.069, -4.379], [3.957, -0.265, -2.359], [0.656, -4.223, -2.912], [-0.637, 0.247, 6.266], [0.247, 0.512, -0.460], [0.851, -5.239, -3.238], [-2.219, -0.973, -4.377], [-1.501, 1.634, 4.034], [1.943, 2.870, -1.694], [4.407, 4.474, -0.578], [-0.790, 1.027, 1.561], [-1.246, -2.053, -6.528], [-0.111, -3.449, 0.555], [-2.660, -4.185, -7.597], [-1.748, -0.488, 0.294], [-3.318, -3.312, -7.544], [3.651, 4.463, -1.368], [-1.765, -2.109, -1.742], [3.153, 3.837, 1.819], [-3.027, -2.640, -8.362], [5.374, -1.270, -2.582], [-0.924, 2.279, 5.921], [-2.341, 0.954, 6.125], [2.972, 2.389, -3.108], [1.494, -2.346, -1.799], [4.144, 3.482, 0.396], [-1.823, -1.990, -4.431], [2.092, 2.159, -2.511], [-0.628, 3.217, 4.128], [2.625, -2.611, -0.072], [-4.060, -0.261, 0.391], [-1.325, 1.064, 6.516], [-3.307, -1.357, -2.416], [-3.562, 2.143, -5.595], [-1.513, -5.043, 0.412], [4.585, 2.195, -0.061], [-4.338, -3.643, -7.725], [4.292, -1.304, -2.468], [-0.733, -1.919, -4.281], [-4.091, -0.690, 2.904], [-3.277, 1.960, -3.544], [-0.696, 2.555, -0.175], [-0.589, -4.157, 2.065], [4.432, 1.450, 2.134], [0.364, 4.062, 2.013], [3.886, 1.421, 4.027], [1.468, 3.432, 0.693], [1.491, -1.809, -2.755], [-5.823, -0.762, 2.587], [-2.705, -2.258, -2.276], [-3.112, 0.522, 10.143], [1.638, -3.739, -1.997], [-4.278, 1.513, -5.518], [-1.872, -2.619, -5.817], [2.388, -0.840, -0.496], [5.675, 2.278, 0.041], [4.228, 0.098, 0.460], [1.145, 2.572, 2.269], [-0.383, -3.926, -2.758], [-1.917, 0.009, 8.557], [-3.185, -2.564, -6.359], [4.374, 2.071, -1.126], [5.386, 4.358, -1.053], [0.906, 2.361, -3.301], [-4.973, 0.721, 2.245], [-2.003, -0.886, 10.425], [-1.381, 0.747, 10.396], [2.570, 0.915, 3.032], [-1.947, 2.002, 8.368], [0.540, -2.091, -1.327], [3.655, 0.829, 3.139], [3.863, -1.775, -3.354], [3.936, -1.971, -1.272], [0.882, -3.646, -3.832], [-2.666, 1.547, 0.343], [-3.303, -2.978, -1.717], [0.205, 2.224, -2.649], [2.117, 1.136, -2.129], [4.371, 5.424, -0.046], [-2.130, 0.083, 9.950]], "atomic_forces_ev_per_a": [[-0.34, -0.91, 0.23], [0.19, -0.64, 1.34], [0.02, 0.07, -0.67], [0.20, 0.16, 0.26], [-1.25, 0.92, 0.63], [0.14, 0.46, -0.36], [0.01, -0.04, 0.63], [0.24, 0.21, 0.17], [0.23, -0.90, 1.04], [0.45, -0.15, -0.59], [0.03, 0.64, -0.05], [0.38, 0.47, 0.04], [-0.55, -0.79, -0.40], [-0.31, -0.49, 0.31], [0.08, 0.05, -0.09], [0.16, -0.36, 0.04], [-0.12, -0.05, 0.35], [0.55, 1.51, 2.47], [0.19, -0.35, -0.24], [-0.69, 1.40, -0.74], [0.28, -1.25, 0.12], [-0.04, 0.02, -0.20], [-0.07, 0.08, -0.52], [1.13, 1.80, -1.82], [-0.31, -0.15, -0.42], [0.18, -0.61, -0.15], [-0.21, -0.32, 0.81], [-0.20, -0.03, -0.27], [0.01, 0.16, -0.24], [0.88, -0.22, 0.38], [-0.27, 0.27, 0.30], [0.21, 0.38, -0.80], [0.31, 0.11, 0.37], [-0.25, 0.08, -0.39], [0.01, -0.07, 0.27], [0.16, -0.69, -1.34], [0.51, 0.79, -0.52], [-0.04, 0.00, 0.00], [-0.07, 0.43, 0.01], [0.00, 0.24, 0.48], [-0.05, -0.27, -0.31], [0.06, -0.30, 0.24], [0.35, 0.85, 0.71], [-0.03, -1.06, 0.38], [-0.03, 0.02, -0.04], [0.37, 0.39, 0.03], [-0.07, -0.53, -0.82], [0.62, -0.92, -1.02], [-1.32, 0.56, -0.05], [-0.02, 0.00, -0.03], [-0.61, 0.56, 0.54], [0.25, 0.27, 0.54], [0.08, 0.60, -0.59], [0.33, 0.26, 0.29], [-0.01, 0.74, -0.56], [0.31, -0.08, -0.06], [0.98, 0.44, 0.34], [-0.13, 0.15, 0.36], [-0.46, 0.54, 0.59], [-0.05, 0.09, 0.72], [0.15, 0.06, -0.05], [0.10, 0.14, 0.06], [-0.29, -0.69, -0.45], [-0.22, 0.02, 0.11], [-0.49, -1.38, -0.22], [0.21, 0.46, -0.44], [-0.02, -0.17, 0.14], [-0.44, -0.07, 0.00], [0.13, -0.04, -0.19], [-0.01, -0.22, -0.20], [-0.41, -0.79, -0.29], [-0.12, -0.17, 0.20], [-0.72, -0.39, 0.37], [0.09, -0.20, 0.30], [-0.60, 0.93, -1.09], [-0.26, -0.06, 0.00], [0.10, -0.60, -0.09], [0.62, -0.06, 0.32], [-0.18, -0.31, -0.77], [-0.05, -0.60, 0.89], [0.49, -0.88, -0.06], [-0.55, -0.81, 0.58], [-0.33, -0.20, 0.07], [0.12, -0.10, 0.19], [0.36, -0.46, 0.05], [0.19, 0.04, 0.18], [-0.27, -0.19, -0.22], [-0.01, -0.01, 0.14], [0.01, 0.15, -0.63], [0.17, 0.31, -0.40], [-0.12, -0.11, 0.11], [-0.03, 0.85, 1.33], [-0.14, 0.07, -0.04], [0.78, -0.17, -0.85], [-0.17, -0.20, -0.24], [-0.92, 0.35, 0.04], [0.06, 0.06, 0.08], [-0.29, 0.03, -0.30], [0.22, 0.03, 0.06], [0.00, 0.08, -0.17], [0.46, 0.77, -0.24]], "e_tot_ev": -74962.5187, "gap_ev": 9.43, "spin_multiplicity": 1, "total_charge": -1}